DFT (ωB97M-V/def2-TZVPD) results for a molecular structure, C29H46BrNOP2Pt.

```
81
Properties=species:S:1:pos:R:3:mulliken_charge:R:1
C -0.75 7.13 -3.79 -0.46
C -0.93 5.74 -4.04 0.58
C -1.24 5.36 -5.37 -0.45
C -1.36 6.35 -6.35 -0.30
N -1.19 7.66 -6.12 -0.56
C -0.89 8.03 -4.86 -0.30
C -0.80 4.78 -3.00 0.10
C -0.69 3.95 -2.10 -0.88
C -0.56 2.99 -1.06 0.89
C 0.51 3.07 -0.12 -1.15
C 0.63 2.12 0.90 0.26
C -0.30 1.06 1.04 -0.90
C -1.36 0.99 0.10 -0.24
C -1.49 1.93 -0.92 -0.84
Pt -0.12 -0.30 2.50 1.75
P 1.77 -1.20 1.48 0.31
H -1.39 4.31 -5.61 0.37
H -0.51 7.48 -2.79 0.39
H -1.60 6.07 -7.38 0.35
H -0.76 9.10 -4.68 0.36
H -2.32 1.86 -1.64 0.48
H 1.23 3.88 -0.21 0.49
H -2.10 0.18 0.18 0.46
H 1.46 2.21 1.60 0.67
C 2.07 -2.87 2.26 -0.81
C 3.05 -3.84 1.61 -1.23
H 1.06 -3.32 2.31 0.58
H 2.34 -2.63 3.31 0.35
H 3.30 -4.65 2.32 0.40
H 2.62 -4.31 0.71 0.27
H 4.00 -3.36 1.32 0.25
C 1.67 -1.47 -0.36 0.45
C 2.74 -0.85 -1.26 -1.43
H 0.67 -1.09 -0.64 -0.04
H 1.61 -2.56 -0.49 0.24
H 2.48 -1.02 -2.32 0.42
H 2.81 0.24 -1.11 0.29
H 3.74 -1.27 -1.08 0.28
C 3.27 -0.14 1.78 -0.03
C 4.66 -0.79 1.75 -1.41
H 3.08 0.29 2.78 0.10
H 3.19 0.69 1.05 0.30
H 5.43 -0.02 1.91 0.43
H 4.77 -1.52 2.57 0.35
H 4.88 -1.30 0.80 0.23
Br 0.11 -2.02 4.36 -0.51
P -2.80 -3.89 -1.84 0.41
C -0.92 -3.94 -1.70 0.17
C -0.32 -5.34 -1.85 -1.30
H -0.61 -3.47 -0.75 -0.24
H -0.54 -3.29 -2.51 0.48
H 0.75 -5.28 -2.12 0.36
H -0.40 -5.93 -0.92 0.35
H -0.84 -5.91 -2.64 0.41
C -3.28 -3.56 -0.05 -0.04
C -4.69 -4.03 0.32 -1.17
H -3.20 -2.46 0.08 -0.04
H -2.52 -4.01 0.62 0.44
H -4.77 -4.21 1.41 0.37
H -5.45 -3.28 0.04 0.32
H -4.95 -4.98 -0.19 0.34
C -3.00 -2.13 -2.48 -0.21
C -3.26 -2.06 -3.98 -1.22
H -2.10 -1.54 -2.20 0.09
H -3.85 -1.70 -1.92 0.48
H -3.74 -1.10 -4.26 0.37
H -2.33 -2.14 -4.57 0.32
H -3.92 -2.88 -4.31 0.36
C 0.20 2.39 5.39 -0.74
C 0.60 1.04 5.89 -0.55
C 1.56 0.68 4.77 -0.85
O 0.97 1.09 3.54 0.02
C 0.00 2.07 3.92 -0.61
H -0.68 2.85 5.89 0.39
H 1.07 3.08 5.49 0.30
H -0.29 0.37 5.87 0.17
H 1.05 1.04 6.90 0.42
H 2.49 1.28 4.90 0.46
H 1.95 -0.35 4.78 0.42
H -1.01 1.61 3.80 0.45
H 0.05 3.00 3.32 0.23
```

Max |F|: 0.0929 Eh/bohr
ΔE to the lowest compared entry with this formula, charge and spin: 45.0 kJ/mol
Charge: +2
Multiplicity: 3
HOMO-LUMO gap (alpha / beta): 5.758 / 2.747 eV